Record 1
Molecular formula: C22H49Br6N3O6V
Method: DFT, ωB97M-V with the def2-TZVPD basis set

Last column: Löwdin charge in e.
Geometry (Å):
1 C -17.7940 -22.6816 29.5926  -0.613
2 H -3.0584 -20.8880 35.4325  0.091
3 C -6.5530 -21.7542 31.9710  0.026
4 C -6.7835 -21.9144 34.4585  -0.021
5 H -18.2891 -23.3322 30.3136  0.046
6 H -6.9316 -22.9937 34.4238  0.139
7 V -14.4219 -24.0594 33.2179  1.065
8 H -16.5771 -21.7922 34.9381  0.069
9 H -10.1072 -26.7545 27.5736  0.090
10 H -9.4741 -20.1170 31.7266  0.032
11 H -3.1022 -19.8462 34.0108  0.094
12 N -10.7982 -25.1402 28.9751  -0.174
13 C -9.8596 -26.1022 28.4111  -0.054
14 H -12.9207 -24.9464 29.1003  0.074
15 H -6.0357 -19.6560 32.9115  0.117
16 C -7.1177 -19.7421 33.0116  -0.174
17 H -7.0989 -21.4330 31.0840  0.101
18 Br -15.7322 -21.0643 26.0360  0.610
19 H -10.8117 -21.1117 32.0025  0.066
20 H -15.2001 -18.0590 25.3255  0.067
21 H -18.4562 -18.5049 34.7679  0.129
22 Br -11.2997 -17.3218 31.9061  0.551
23 C -9.7458 -21.1712 31.7826  -0.014
24 H -13.6553 -19.7453 26.3714  0.051
25 H -13.0305 -15.4785 31.6188  0.051
26 C -12.1255 -25.1906 28.3958  -0.068
27 H -12.2434 -24.6673 27.4470  0.092
28 H -7.3517 -21.3638 35.2083  0.115
29 C -8.8792 -21.5414 33.1101  -0.110
30 Br -19.3391 -20.6184 30.7343  0.605
31 C -3.5652 -20.0361 34.9791  -0.083
32 H -16.9076 -21.2473 30.9257  0.015
33 C -16.6730 -19.5026 33.7473  -0.071
34 O -14.5921 -21.9235 32.6895  -0.089
35 C -14.6658 -19.5860 26.7476  -0.731
36 H -9.3761 -21.6310 30.8661  0.070
37 H -5.5336 -21.3685 31.9594  0.105
38 C -14.1868 -17.0705 32.4334  -0.671
39 H -7.6133 -19.3882 32.1076  0.120
40 H -7.3200 -17.8459 34.0893  0.093
41 Br -14.0840 -16.8830 27.5110  0.516
42 H -9.6259 -26.8664 29.1525  0.091
43 H -18.2536 -22.1675 35.2205  0.104
44 H -12.9312 -20.2189 31.7714  0.054
45 O -15.1477 -23.8375 34.6242  -0.387
46 C -17.5640 -21.1878 30.0576  -0.634
47 N -7.3760 -21.2068 33.1551  -0.234
48 C -13.9674 -21.9561 31.6035  -0.730
49 N -17.6954 -20.2123 34.4892  -0.187
50 C -17.5838 -21.6199 34.5574  -0.060
51 H -14.6614 -19.6970 27.8319  0.020
52 H -14.3822 -20.0639 30.7618  0.037
53 H -4.7333 -22.0555 34.0718  0.113
54 C -15.2041 -18.2089 26.4052  -0.568
55 H -17.5835 -22.1696 33.6162  0.080
56 H -12.8569 -20.8508 30.0901  0.092
57 C -12.9163 -16.2436 32.3866  -0.615
58 H -16.2304 -18.1148 26.7602  0.055
59 C -5.2852 -21.6241 34.9069  -0.190
60 H -8.9903 -22.6253 33.1409  0.112
61 C -7.6919 -18.8669 34.1756  -0.031
62 H -15.6754 -19.6825 34.1478  0.084
63 O -19.6106 -20.0359 35.7258  0.004
64 H -9.3009 -21.1857 34.0502  0.121
65 Br -15.1394 -17.2387 30.7220  0.616
66 H -16.8419 -23.1659 29.3755  0.039
67 Br -18.8534 -22.6889 27.8446  0.508
68 H -16.6482 -19.8975 32.7317  0.058
69 H -14.8648 -16.4994 33.0677  0.057
70 H -8.7769 -18.8722 34.2793  0.073
71 H -12.3305 -26.2406 28.1875  0.084
72 H -5.0893 -22.2198 35.7984  0.140
73 H -16.6992 -18.4189 33.6338  0.077
74 H -14.0768 -18.0294 32.9398  0.044
75 H -6.5243 -22.8431 31.9300  0.115
76 H -7.2310 -19.2326 35.0931  0.063
77 C -13.4956 -20.6682 30.9543  0.003
78 H -17.1628 -20.5238 29.2919  0.046
79 C -10.5785 -24.3342 30.0834  -0.351
80 C -18.7079 -19.5428 35.0354  -0.330
81 H -3.2230 -19.2134 35.6069  0.096
82 O -9.5472 -24.2902 30.6552  0.019
83 H -8.9606 -25.5920 28.0654  0.089
84 O -13.6722 -23.0411 31.0392  -0.090
85 O -4.9608 -20.2609 34.9687  -0.192
86 H -12.6573 -15.7161 33.3046  0.062
87 H -11.4236 -23.6759 30.3373  0.114

As for the net charge: +1. As for the spin multiplicity: 3.

Record 2
Molecular formula: C5H8O
Method: DFT, ωB97M-V with the def2-TZVPD basis set

Last column: Löwdin charge in e.
Geometry (Å):
1 H 0.0805 -2.3520 -0.6456  0.102
2 C 0.9541 -0.3013 -1.0328  -0.172
3 H 1.7530 0.1935 -0.4673  0.098
4 H -2.1015 -0.5158 -0.1838  0.098
5 H -0.5936 1.4192 -1.6034  0.098
6 H 0.4486 -1.4163 0.8328  0.094
7 C -0.1423 1.2384 1.7225  -0.168
8 C -1.0546 -0.4449 -0.4682  -0.123
9 H -0.3269 2.1628 1.1415  0.087
10 C 0.1333 -1.3469 -0.2142  -0.175
11 O 0.9681 0.8251 1.9491  -0.017
12 H 1.3539 -0.6795 -1.9789  0.102
13 C -0.3456 0.4637 -1.1474  -0.113
14 H -1.0527 0.7250 2.0928  0.089

The structure (SMILES) is C1=CCC1.C=O. The energy above the lowest of the compared OMol25 structures with the same formula, charge and spin is 255.2 kJ/mol.

Record 3
Molecular formula: C45H44BF9N2O2
Method: DFT, ωB97M-V with the def2-TZVPD basis set

Last column: Löwdin charge in e.
Geometry (Å):
1 C -2.7097 -1.0281 -1.4796  0.004
2 H 2.0565 0.7888 2.9489  0.069
3 H -1.2999 0.3778 0.7881  0.050
4 H 0.1096 -2.8445 -4.8514  0.119
5 H -4.0340 -2.2172 -6.4796  0.129
6 H -1.3763 -1.9180 -9.5227  0.108
7 C 2.6599 -1.6273 0.4552  -0.023
8 H -4.0259 -2.8296 1.7457  0.056
9 C -5.1941 4.1958 -0.7482  -0.531
10 N -2.4729 -1.9732 -5.0809  -0.013
11 C -5.1086 -0.9435 2.1896  -0.224
12 H 8.7356 1.2881 -0.7492  0.109
13 C 5.3792 -1.8943 0.6452  -0.045
14 F 4.3072 -2.5178 2.7356  0.123
15 H 0.4599 -0.0174 -2.1912  0.121
16 C 1.3425 2.7814 4.6006  -0.003
17 F -3.5029 -4.1179 -3.8826  0.113
18 C -3.9439 -1.7491 1.9052  -0.164
19 C 0.6214 -0.3226 0.2279  -0.244
20 H 1.6452 -3.2648 -6.7404  0.107
21 C -3.9617 -1.1259 3.2206  -0.226
22 C 0.0693 1.9606 4.7736  -0.453
23 F -5.9640 3.1619 -1.2000  0.110
24 C 0.6351 -2.8946 -6.9309  -0.074
25 C -3.0745 -1.4575 -2.7446  -0.007
26 C -4.1745 3.7157 0.2427  -0.124
27 H 6.8920 -0.3386 -0.9033  0.116
28 C -0.2393 -2.6488 -5.8691  -0.028
29 C 7.8457 2.3702 0.9420  -0.089
30 C -1.8603 -1.7539 -7.4279  -0.025
31 H -3.4137 -1.0642 -0.6440  0.096
32 C 6.7355 2.4547 1.8044  -0.066
33 H -6.0720 -1.3053 2.5374  0.085
34 C 1.2950 -1.5691 0.1984  -0.006
35 H 4.8209 -2.5290 -0.0416  0.136
36 H -0.1884 -0.7748 -4.4245  0.110
37 H -0.1941 -0.8880 5.4310  0.097
38 H -1.7231 -0.3175 4.6776  0.077
39 F 6.0229 -3.7086 2.0635  0.132
40 H -4.4729 1.6265 -0.2702  0.118
41 O -0.5334 1.0078 2.7116  0.102
42 H 0.6699 -2.4689 0.0814  0.135
43 N 4.8034 -0.5442 0.6924  -0.017
44 C -0.5189 -0.4815 -2.3406  -0.002
45 C 5.7215 0.5330 0.6830  -0.213
46 B -1.1002 2.2582 2.9305  -0.593
47 C -0.6681 -0.5579 4.5028  -0.007
48 F 6.2882 -1.6346 2.7719  0.108
49 C -3.4747 4.6341 1.0246  -0.002
50 C 5.4721 -2.4683 2.0285  -0.534
51 H 0.4269 1.3149 6.7971  0.096
52 C 2.7798 0.8210 0.4451  -0.017
53 H 0.9017 1.8239 0.3131  0.131
54 C -1.3810 -0.5866 -1.1978  -0.195
55 C -1.0347 -2.1074 -8.4993  -0.073
56 H -3.7550 5.6873 1.0068  0.124
57 H -5.1894 -0.0011 1.6620  0.058
58 C -0.8835 -0.9036 -3.5955  -0.020
59 H 1.3806 -0.8715 3.0362  0.090
60 C -0.3577 1.8028 6.2148  -0.003
61 H 3.3487 1.7509 0.5264  0.107
62 C 6.8511 0.4594 -0.1589  -0.032
63 H -1.8795 4.8840 2.4663  0.122
64 H -0.5482 2.7933 6.6406  0.098
65 H 6.4146 -1.8252 0.3420  0.123
66 H 3.1044 -2.5944 0.6636  0.096
67 H -4.2878 -1.6041 4.1604  0.094
68 C -2.9804 1.8952 1.2482  -0.023
69 H 2.1943 2.3465 5.1294  0.093
70 F -4.6140 4.7897 -1.8387  0.119
71 C -0.8407 -0.2737 0.0820  0.083
72 C -1.5232 -2.1082 -6.1057  -0.226
73 F -6.0345 5.1015 -0.1824  0.124
74 C -2.1492 -1.4927 -3.8272  -0.176
75 H 1.1536 3.7877 4.9944  0.101
76 H 2.0880 -0.1286 4.4784  0.103
77 H -2.9311 0.8207 1.4267  0.078
78 H 8.6842 3.0756 1.0243  0.104
79 H 4.7214 1.7259 2.1952  0.110
80 C -2.1735 2.7989 1.9564  -0.047
81 H -1.2805 1.2102 6.2749  0.092
82 H 1.5897 2.8587 3.5311  0.095
83 H -0.6362 -1.4050 3.8078  0.102
84 C -2.4555 4.1739 1.8641  -0.005
85 O -0.9611 2.7751 4.1867  0.153
86 C 1.4022 0.8568 0.3494  -0.032
87 H 6.7355 3.1949 2.6151  0.108
88 H -3.2822 -0.2698 3.3906  0.057
89 C 7.8948 1.3740 -0.0493  -0.078
90 C 0.2261 -2.6704 -8.2509  -0.091
91 C 1.5060 0.0755 3.5739  -0.004
92 C 0.1223 0.6074 3.9247  -0.426
93 H -2.7778 -1.1829 -7.5741  0.114
94 C 5.6352 1.5977 1.6055  -0.019
95 H -4.1021 -1.7938 -2.8679  0.104
96 F -3.1685 -4.5404 -5.9989  0.118
97 C -3.9161 2.3485 0.3192  0.013
98 C -3.9741 -3.8259 -5.1432  -0.533
99 C -3.8507 -2.3595 -5.4127  -0.021
100 C 3.4375 -0.4396 0.5431  -0.185
101 H -4.5812 -1.8316 -4.8044  0.137
102 H 0.8807 -2.9328 -9.0883  0.104
103 F -5.2166 -4.3609 -5.2377  0.135

The energy above the lowest of the compared OMol25 structures with the same formula, charge and spin is 88.2 kJ/mol.

Record 4
Molecular formula: C17H37I2NO3
Method: DFT, ωB97M-V with the def2-TZVPD basis set

Last column: Löwdin charge in e.
Geometry (Å):
1 C 0.4354 -0.5608 -2.0647  -0.096
2 H -5.1755 3.9961 -1.5454  0.069
3 H -0.2982 4.9137 -0.5079  0.068
4 H 3.2070 -1.8428 2.8161  0.062
5 C 1.0429 -0.8102 1.9823  -0.182
6 H -0.6228 -0.3525 -2.2149  0.089
7 C -1.2712 3.0813 -2.4559  -0.231
8 C -4.2877 3.7134 -2.1122  -0.113
9 H 0.4365 -4.3663 0.0947  0.131
10 C 0.2464 -3.4026 0.5697  -0.159
11 H -0.0211 -2.6945 -0.2163  0.111
12 H 2.7103 -0.3955 -0.4623  0.069
13 H -1.9345 2.2710 -2.7727  0.099
14 C 0.5321 1.4135 2.4764  -0.091
15 H -3.9800 2.7247 -1.7671  0.063
16 H 3.3461 -3.7851 -0.4809  0.066
17 H 0.9746 2.4074 2.4751  0.085
18 H 1.0263 0.2242 -2.5509  0.095
19 C 4.2945 -3.4023 -0.1102  -0.174
20 C -0.8996 2.8748 -0.9882  -0.266
21 H 2.1659 -1.9853 -1.0297  0.120
22 C 3.3590 -1.8223 1.7400  -0.648
23 H -1.8058 2.8955 -0.3744  0.100
24 H -2.1895 4.4471 -3.8318  0.109
25 I 3.6999 -4.7879 2.5231  0.848
26 H -0.9745 -4.5337 1.9587  0.122
27 N -2.1677 -3.2200 0.8868  -0.130
28 H -2.1248 -2.2743 0.5199  0.101
29 H 4.5823 -2.5189 -0.6887  0.071
30 C 0.1002 3.8986 -0.4632  -0.093
31 H -4.2300 -3.0892 1.2140  0.075
32 C -0.9131 -3.5178 1.5600  -0.213
33 H 1.0309 -1.2283 2.9989  0.145
34 H -3.5440 5.7268 -2.2323  0.104
35 H 5.2173 -2.8475 1.7317  0.022
36 H 0.2381 1.1619 3.5030  0.094
37 C -3.1733 4.7398 -1.9440  -0.271
38 H -4.5768 3.6210 -3.1617  0.075
39 H -2.9067 4.8180 -0.8859  0.097
40 H -1.1968 5.2307 -2.6270  0.102
41 O 1.4692 -3.0271 1.1933  -0.195
42 O 0.6709 -0.6082 -0.6725  -0.213
43 H 5.0574 -4.1639 -0.2655  0.072
44 I 4.6326 -0.1010 1.4708  0.965
45 H -0.3618 1.4147 1.8400  0.089
46 H -3.2714 -2.7353 2.6669  0.077
47 H 1.0212 3.8766 -1.0505  0.081
48 H -0.4803 1.8715 -0.8702  0.082
49 C 1.9376 -1.1600 -0.3486  -0.168
50 H -0.3668 2.9848 -3.0660  0.109
51 C -3.3222 -3.3533 1.7568  -0.145
52 H 0.3658 3.6964 0.5741  0.050
53 H 0.0248 -0.8651 1.5813  0.123
54 C 1.9429 -1.6823 1.1010  -0.448
55 H 0.6786 -1.5204 -2.5377  0.092
56 O 1.4973 0.5172 1.9784  -0.222
57 H -3.4189 -4.3940 2.0737  0.077
58 C 4.2167 -3.0400 1.3602  -0.834
59 H -0.7202 -2.8608 2.4212  0.111
60 C -1.9256 4.4284 -2.7695  -0.228

The structure (SMILES) is CNCCOC(COC)(COC)[C@H](I)[C@H](C)I.CCCCCC.

Record 5
Molecular formula: C4H10NO
Method: DFT, ωB97M-V with the def2-TZVPD basis set

Last column: Löwdin charge in e.
Geometry (Å):
1 H 0.1741 -0.7959 2.3743  0.094
2 C -0.9279 1.3586 -1.5889  -0.280
3 H 0.4171 0.0838 -0.3413  0.104
4 O -1.4429 0.3919 -2.0983  0.086
5 C -0.1943 -0.2188 1.5518  0.001
6 C 0.2762 -0.9286 0.2311  -0.270
7 H 0.1812 -2.2314 -1.4478  0.116
8 H 0.9753 1.0655 -1.9896  0.135
9 H 0.2154 0.7368 1.3351  0.062
10 H -1.2415 -0.1158 1.5183  0.074
11 H -1.4920 2.1826 -1.1616  0.144
12 H 1.2167 -1.2915 0.4179  0.108
13 H -1.4557 -1.8043 -0.6017  0.115
14 N 0.4501 1.3820 -1.1853  0.098
15 H 0.8592 2.2890 -0.9344  0.145
16 C -0.3712 -1.7850 -0.6442  0.266

The energy above the lowest of the compared OMol25 structures with the same formula, charge and spin is 337.7 kJ/mol. As for the net charge: +1.

Record 6
Molecular formula: C4H7OPS
Method: DFT, ωB97M-V with the def2-TZVPD basis set

Last column: Löwdin charge in e.
Geometry (Å):
1 H 0.4782 -3.2338 2.5272  -0.101
2 H 0.7103 -3.2147 0.3648  -0.134
3 O 0.1900 -0.4425 -0.0745  -0.587
4 H -0.3157 1.2470 1.8208  0.059
5 C 1.7298 1.0398 -0.9390  -0.073
6 H 2.7737 1.5709 -2.8339  0.024
7 S -0.5999 -1.1648 1.2396  0.551
8 C 1.1138 0.5441 0.2788  -0.591
9 C 2.4215 1.2467 -1.8979  0.146
10 H 1.8400 0.0334 0.9934  0.096
11 H -0.0276 2.3152 0.3237  0.116
12 C 0.5074 1.6565 1.1220  -0.081
13 P 1.0579 -2.3707 1.4561  0.513
14 H 1.2495 2.2326 1.6087  0.063

The structure (SMILES) is C#C[C@@H](C)OSP. The energy above the lowest of the compared OMol25 structures with the same formula, charge and spin is 20.1 kJ/mol.

Record 7
Molecular formula: C7H14N
Method: DFT, ωB97M-V with the def2-TZVPD basis set

Last column: Löwdin charge in e.
Geometry (Å):
1 C -1.0159 -1.0173 -0.1350  -0.137
2 C 0.1104 -0.5538 0.9430  -0.120
3 H -1.8687 -0.2178 -0.1395  0.138
4 H -1.4816 -1.9548 0.3852  0.149
5 C 0.7392 0.8261 0.7462  -0.244
6 N -0.2689 -2.7375 -1.7690  0.175
7 H 0.2970 -3.1508 -1.1162  0.116
8 H -1.4395 3.4661 0.7074  0.107
9 H 2.2948 0.4258 1.8506  0.079
10 C -0.5439 2.9156 0.9361  0.217
11 H 2.4085 2.1804 1.1879  0.172
12 H -1.0190 -0.8985 -2.4341  0.124
13 H 0.0672 3.0765 1.8942  0.145
14 C -0.2185 1.8469 0.1604  -0.012
15 H 0.6674 -0.8308 -1.6464  0.152
16 H 1.0192 -1.2356 0.8098  0.141
17 C -0.4057 -1.2117 -1.6101  -0.084
18 H -0.7327 1.5758 -0.7707  0.125
19 H -0.2732 -0.7043 1.9624  0.146
20 H -1.1790 -3.1962 -1.5993  0.176
21 C 1.8667 1.1632 1.2980  0.201
22 H -0.0717 -3.1872 -2.7393  0.233

The energy above the lowest of the compared OMol25 structures with the same formula, charge and spin is 223.4 kJ/mol. As for the net charge: +2. As for the spin multiplicity: 2.

Record 8
Molecular formula: C11H28BrN5O3P
Method: DFT, ωB97M-V with the def2-TZVPD basis set

Last column: Löwdin charge in e.
Geometry (Å):
1 P 0.7872 -1.0218 -1.7461  0.874
2 H -1.9166 0.1437 1.1152  0.118
3 N -0.6406 4.0554 -0.9363  0.009
4 C -4.4752 -3.1792 2.2169  -0.042
5 N -5.0889 -2.4666 1.1091  -0.203
6 H -4.3474 -4.2253 1.9511  0.085
7 C -0.2226 2.7093 -0.5087  -0.295
8 C -1.3329 2.0073 0.2782  -0.180
9 H -5.8022 -0.7001 0.3557  0.133
10 H 2.2858 -1.5799 1.7271  0.136
11 O -0.4080 -0.2711 -2.5141  -0.221
12 H -1.5893 0.0059 -0.5786  0.089
13 N 3.4271 -0.1870 -0.8506  0.014
14 H 3.9256 2.5573 -0.0415  0.071
15 H 5.1810 3.4370 -0.8980  0.072
16 N 1.1723 -0.0134 -0.3126  -0.090
17 C -1.2315 0.4775 0.3338  -0.190
18 H -4.5208 -3.6266 -0.5395  0.084
19 H 0.4491 0.5421 1.6226  0.128
20 H 6.4661 1.1946 -1.0060  0.090
21 C 2.4453 -0.3082 0.0926  -0.377
22 H -5.8723 -2.5152 -0.8271  0.083
23 C -5.4216 -3.1898 -0.1026  -0.059
24 N 2.6531 -0.7128 1.3760  0.182
25 H -3.5039 -2.7411 2.4521  0.084
26 H -0.7739 4.0391 -1.9389  0.066
27 H 0.0440 2.0787 -1.3620  0.080
28 H -5.1029 -3.1038 3.1046  0.096
29 H 0.0430 -2.9757 -1.6533  0.074
30 H 0.1340 4.6865 -0.7790  0.063
31 C 4.9845 2.5464 -0.3082  -0.139
32 H 5.4201 -0.8186 -0.7124  0.126
33 H 5.5612 2.6327 0.6131  0.088
34 H 3.2059 -0.1678 2.0130  0.123
35 H 3.3512 -0.9082 -1.5641  0.097
36 C 0.1351 -0.0564 0.7710  -0.192
37 O 0.0858 -2.2717 -0.9946  -0.208
38 H 4.8676 0.1971 0.6801  0.112
39 H 0.6842 2.7669 0.0978  0.102
40 Br 4.9406 1.3955 -2.9403  0.715
41 O -5.0698 -0.4943 2.2369  0.011
42 C 5.3845 1.2890 -1.0546  -0.746
43 H -0.0317 0.3174 -3.1796  0.075
44 C 4.8128 0.0218 -0.3878  -0.203
45 C -5.3325 -1.1489 1.2479  -0.364
46 H -6.1290 -3.9905 0.1193  0.092
47 H -2.2701 2.2802 -0.2024  0.115
48 H -0.0215 -1.0767 1.1185  0.106
49 H -1.3418 2.3691 1.3061  0.116

As for the net charge: +1.

For the records above, the corresponding E values read -17871.08984, -270.46069, -2924.72809, -1545.73426, -288.03448, -971.25411, -329.08274, -3850.58602 a.u..